15
Properties=species:S:1:pos:R:3:forces:R:3 method="wB97M-V/def2-TZVPD" multiplicity=1 lumo_energy_ev=0.10 smiles="O=C(O)C1=CCNC1" e_homo_ev=-8.5 e_above_lowest_ev=4.589
C 0.591201 -1.397281 0.391120 3.6018 2.4906 -0.7246
C 0.187769 0.052972 -0.018452 -4.4728 -5.7924 3.3085
C 0.874904 0.885809 -0.669639 -3.8905 2.9427 -0.4961
C -0.000639 2.109610 -0.824864 -3.0535 -3.2889 -5.3159
C -1.285762 0.501952 0.240782 5.1175 4.0167 2.3397
H -0.097371 -2.201958 2.228432 -0.2638 0.6714 -5.1222
H 1.760803 0.648222 -0.985561 5.1737 -0.5628 -1.8826
H -0.168849 2.499188 -1.848042 0.9207 -0.5087 -0.1742
H 0.581922 2.821405 -0.482864 1.4087 4.4493 3.4764
H -2.161996 1.669203 -1.413900 3.4622 -0.1884 3.1404
H -1.608584 0.771232 1.277813 1.7170 0.2666 0.5669
H -2.003426 -0.113423 0.246848 -5.2052 -5.5824 -2.0132
N -1.404789 1.671809 -0.522222 -1.6975 2.3347 -2.7096
O -0.300360 -2.041345 1.124457 -0.8757 -1.2911 5.0981
O 1.716132 -1.798019 0.115435 -1.9426 0.0427 0.5083